{
  "formula": "C19H18F24IO5",
  "method": "wB97M-V/def2-TZVPD",
  "charge": -1,
  "energy_ev": -103551.9039,
  "species": ["O", "C", "O", "C", "C", "C", "I", "H", "H", "H", "H", "H", "H", "C", "C", "C", "F", "F", "F", "F", "O", "C", "C", "F", "F", "F", "F", "H", "H", "H", "H", "C", "C", "C", "F", "F", "F", "F", "O", "C", "C", "F", "F", "F", "F", "H", "H", "H", "H", "C", "C", "C", "F", "F", "F", "F", "O", "C", "C", "F", "F", "F", "F", "H", "H", "H", "H"],
  "positions_angstrom": [[-6.791, -2.761, -6.067], [-5.746, -2.407, -5.601], [-5.376, -2.696, -4.352], [-3.949, -2.874, -4.150], [-3.284, -3.804, -5.161], [-2.317, -2.999, -6.047], [-2.275, -3.944, -8.038], [-5.034, -1.780, -6.161], [-3.863, -3.253, -3.134], [-3.449, -1.903, -4.161], [-4.050, -4.367, -5.713], [-2.716, -4.557, -4.601], [-2.794, -2.031, -6.263], [-1.095, 0.722, -1.045], [-1.390, -0.337, -2.117], [-0.705, -1.700, -1.975], [0.642, -1.550, -2.002], [-1.071, -2.498, -2.984], [-1.172, 0.176, -3.340], [-2.727, -0.597, -2.001], [-0.122, 1.710, -1.356], [1.200, 1.543, -1.129], [2.041, 1.571, -2.415], [1.642, 0.626, -3.274], [3.334, 1.333, -2.074], [1.471, 0.447, -0.391], [1.630, 2.613, -0.395], [-2.018, 1.288, -0.961], [-0.914, 0.266, -0.071], [-0.991, -2.164, -1.025], [1.966, 2.554, -2.884], [7.219, 1.307, 1.770], [7.573, 2.752, 1.395], [7.529, 3.812, 2.502], [6.290, 3.934, 3.014], [7.887, 5.005, 1.974], [6.846, 3.159, 0.340], [8.888, 2.717, 1.009], [5.910, 0.860, 1.496], [4.876, 1.021, 2.372], [3.757, 1.897, 1.791], [4.241, 3.102, 1.433], [2.816, 2.079, 2.746], [5.294, 1.476, 3.570], [4.330, -0.201, 2.581], [7.848, 0.702, 1.119], [7.518, 1.091, 2.797], [8.230, 3.557, 3.302], [3.313, 1.408, 0.925], [-3.799, 0.880, 4.197], [-3.472, 1.042, 2.707], [-4.276, 0.218, 1.694], [-4.109, -1.101, 1.902], [-3.814, 0.514, 0.460], [-2.153, 0.862, 2.497], [-3.767, 2.344, 2.406], [-2.971, 0.017, 4.951], [-3.205, -1.322, 5.059], [-2.055, -2.160, 4.474], [-1.845, -1.843, 3.183], [-2.394, -3.466, 4.547], [-4.390, -1.678, 4.538], [-3.242, -1.618, 6.382], [-3.611, 1.865, 4.621], [-4.858, 0.663, 4.342], [-5.340, 0.463, 1.747], [-1.142, -1.986, 5.046]],
  "nbo_charge": [-0.59, 0.65, -0.53, -0.07, -0.52, -0.70, -0.20, 0.11, 0.18, 0.18, 0.18, 0.18, 0.12, -0.13, 0.60, 0.52, -0.33, -0.29, -0.30, -0.33, -0.51, 0.85, 0.50, -0.30, -0.33, -0.32, -0.34, 0.23, 0.21, 0.13, 0.15, -0.13, 0.60, 0.52, -0.32, -0.32, -0.30, -0.34, -0.50, 0.85, 0.50, -0.32, -0.33, -0.32, -0.32, 0.23, 0.20, 0.14, 0.17, -0.13, 0.60, 0.52, -0.32, -0.32, -0.31, -0.33, -0.51, 0.85, 0.50, -0.32, -0.32, -0.32, -0.33, 0.23, 0.21, 0.14, 0.15]
}